{
  "formula": "C3H5N3O",
  "method": "ωB97M-V with the def2-TZVPD basis set",
  "max_force_ev_per_a": 1.658,
  "e_tot_ha": -356.62130,
  "gap_ha": [0.24845, 0.30254],
  "species": ["C", "N", "H", "C", "H", "H", "H", "C", "N", "N", "H", "O"],
  "xyz": [[0.3634, 0.6405, -0.5571], [-0.0571, 1.9332, -0.5641], [0.2369, -1.7700, -1.3259], [0.1198, 0.0122, 0.7764], [0.5896, 0.3197, -2.4468], [-0.8282, 1.1675, 2.5111], [-0.0376, -2.3122, -0.7979], [-0.5022, 1.0782, 1.4849], [0.7793, -0.1011, -1.5390], [0.2721, -1.2229, 1.1208], [1.0079, -1.6279, 0.5560], [-0.5243, 2.1380, 0.7383]],
  "lowdin_charge": [-0.41, 0.13, 0.04, -0.31, 0.08, 0.14, 0.06, -0.02, 0.11, 0.16, 0.02, 0.00]
}



{
  "formula": "C22H30N11O5S2W",
  "method": "ωB97M-V with the def2-TZVPD basis set",
  "total_charge": 3,
  "max_force_ev_per_a": 1.307,
  "e_tot_ha": -2697.31708,
  "gap_ha": 0.19466,
  "species": ["H", "H", "H", "H", "C", "H", "H", "H", "C", "C", "H", "N", "N", "H", "H", "C", "H", "C", "H", "H", "N", "H", "C", "S", "C", "H", "C", "C", "C", "O", "N", "H", "N", "H", "N", "H", "N", "O", "O", "H", "O", "C", "H", "H", "S", "C", "H", "H", "C", "N", "H", "C", "H", "N", "W", "H", "H", "C", "C", "C", "C", "H", "H", "C", "C", "N", "O", "H", "C", "C", "N"],
  "xyz": [[0.2966, 0.1002, -6.4048], [2.2910, -0.9524, -7.4460], [2.9648, -3.8678, -0.6512], [2.1101, -3.9360, -2.7612], [-1.5526, -3.9336, -0.8886], [1.3422, 3.7593, -1.2103], [4.3751, -1.5074, -1.9842], [1.1571, -2.7395, -8.6000], [-1.0295, -2.2090, 0.6663], [-4.1447, 1.8596, 0.2037], [2.4893, -2.1785, -0.4585], [2.1076, -3.0203, -2.3289], [0.1990, 1.9088, 1.9925], [-0.7531, 4.1557, -5.2341], [-4.4817, 2.5402, 0.9743], [1.4189, 1.4767, 1.9056], [4.7414, -2.7122, -4.1845], [-2.8036, 1.5128, 0.1380], [3.2457, 1.3643, 2.7901], [-2.7681, -0.4959, -2.4574], [0.3846, 3.8954, -3.0858], [-0.7507, -1.9024, -5.3944], [-3.1862, 0.1644, -1.7089], [1.9811, 0.5991, 0.4612], [-4.5369, 0.4480, -1.6841], [0.7270, -3.2685, -4.3704], [-1.4492, -3.3306, 1.5648], [0.6196, -2.2594, -7.7846], [-1.8808, -4.4464, 0.5506], [-0.7603, -1.5400, -1.4526], [0.7374, -2.3141, -4.0310], [-2.1511, 2.5592, 1.9688], [-0.9354, 3.2389, -4.8542], [6.2774, -3.1188, -2.1650], [-0.6259, 1.5777, 0.9991], [5.6621, -4.2152, -4.1905], [0.0235, 2.1629, -1.8086], [-2.3789, -5.4808, 0.8231], [-1.5104, -4.5476, -1.9096], [5.2315, -4.4356, -1.6872], [-1.4312, -3.3939, 2.7487], [1.4583, -2.0643, -2.9529], [0.0441, -3.0363, -7.2766], [-5.1967, -0.0104, -2.4072], [1.6450, -0.3875, -2.3895], [-1.1615, -2.5210, -0.6548], [-1.7795, 2.7563, -5.1109], [3.9612, -4.2636, -3.8033], [4.3967, -2.4571, -1.4400], [-0.4436, 3.0340, -3.6353], [-6.0810, 1.5647, -0.6864], [5.2473, -3.4743, -2.2066], [1.6719, -0.0442, -5.3025], [-0.6935, 1.9785, -2.9271], [-0.1123, 0.1492, -0.7000], [-0.4900, -0.6327, -4.1970], [2.2096, -2.2851, -6.3152], [-5.0277, 1.3187, -0.7180], [0.0106, -1.3413, -4.8555], [1.6006, -1.5508, -6.8509], [-1.8504, 1.9608, 1.1171], [4.8684, -2.2713, -0.4726], [2.0320, 2.2075, 3.6926], [2.9592, -2.8923, -1.1358], [0.9155, -0.6120, -5.8526], [-2.3252, 0.6832, -0.8216], [-0.5263, -1.0067, 0.8611], [-0.0785, -1.5462, -8.2266], [4.8714, -3.6716, -3.6769], [0.6787, 3.3265, -1.9410], [2.3008, 1.7063, 2.8567]],
  "lowdin_charge": [0.12, 0.12, 0.14, 0.16, -0.22, 0.14, 0.10, 0.09, -0.18, 0.05, 0.06, 0.07, 0.04, 0.15, 0.15, -0.72, 0.08, -0.23, 0.12, 0.12, 0.19, 0.13, -0.08, 0.72, 0.02, 0.18, -0.21, -0.09, -0.19, -0.24, 0.07, 0.17, 0.19, 0.12, -0.14, 0.09, -0.16, 0.27, 0.20, 0.12, 0.24, -0.62, 0.07, 0.14, 0.75, -0.20, 0.13, 0.05, -0.19, -0.24, 0.14, -0.23, 0.09, 0.07, 1.52, 0.07, 0.10, 0.03, -0.19, -0.25, 0.00, 0.12, 0.15, -0.17, -0.20, -0.01, -0.15, 0.09, -0.10, -0.12, 0.17]
}



{
  "formula": "C26H23F9N5S3Ti",
  "method": "ωB97M-V with the def2-TZVPD basis set",
  "multiplicity": 2,
  "max_force_ev_per_a": 3.048,
  "s_squared": 0.769,
  "e_tot_ha": -4221.16164,
  "gap_ha": [0.22339, 0.23607],
  "species": ["C", "F", "C", "C", "F", "C", "N", "S", "C", "N", "N", "H", "C", "F", "H", "C", "H", "C", "H", "C", "C", "F", "F", "H", "H", "S", "C", "H", "H", "C", "C", "H", "H", "H", "N", "H", "H", "C", "C", "F", "C", "N", "C", "C", "C", "H", "F", "C", "H", "H", "H", "H", "C", "C", "C", "F", "H", "H", "C", "H", "C", "C", "Ti", "F", "S", "H", "H"],
  "xyz": [[-1.0113, 2.7619, -2.3627], [2.5663, -5.0879, 1.1316], [-2.5175, 2.5708, -2.4986], [1.2371, -4.9385, 1.1335], [-1.7178, -6.8982, 1.9332], [2.1785, -0.0996, 4.7459], [-2.4167, -0.7119, -1.6337], [-2.1766, 0.3485, 0.7924], [0.9682, 2.6715, -1.0609], [1.3980, -0.2619, -1.6579], [-1.0955, -0.5405, -1.6994], [1.1988, 3.7354, -1.2393], [-0.5272, -0.6247, -2.8950], [3.8722, 1.5227, 4.7373], [-0.7664, 3.8012, -2.6369], [-4.9656, -0.8052, 1.3555], [-6.0348, -0.8594, 1.5207], [3.5928, -0.4610, -2.5788], [-4.5468, 0.0938, 1.7942], [-2.9969, -0.4175, -0.5067], [-1.5381, -4.6905, 1.0966], [-0.1054, -1.0055, 2.0529], [3.3662, 2.2754, 2.2754], [-1.1629, 5.1657, -0.8552], [-3.0702, 3.3125, -1.9271], [-4.7101, -0.7554, -0.4413], [-0.7192, -3.6517, 0.7021], [3.7263, -0.7760, -4.7088], [-0.7607, 2.7496, 0.9934], [-1.1134, 3.1828, 0.0515], [0.6775, -3.7233, 0.7031], [2.7379, 2.1649, 0.0075], [-2.1833, 2.9860, -0.0032], [3.1208, -0.1026, -0.5269], [1.1454, 1.0020, 0.7850], [4.6562, -0.4856, -2.4060], [-4.4773, -1.6917, 1.7495], [0.8914, -0.3451, 2.7404], [2.5837, 1.3004, 2.7958], [-2.8677, -4.5634, 1.0545], [0.4376, -5.9883, 1.5530], [-0.4702, 2.4354, -1.0374], [1.1693, -0.7262, 4.0340], [3.0625, -0.6485, -3.8676], [-0.8933, 4.6985, 0.0871], [0.1340, 4.9623, 0.3221], [-1.2607, -2.4707, 0.2598], [0.8714, -0.5158, -2.8987], [1.3836, 2.1172, -1.9050], [-1.1274, -0.7871, -3.7814], [-0.5066, 2.1043, -3.0814], [-2.7997, 2.6831, -3.5434], [-0.9532, -5.8754, 1.5374], [2.7325, -0.2593, -1.5284], [2.8737, 0.9053, 4.0912], [0.4480, -1.7076, 4.5951], [1.5508, 3.0433, 0.9823], [-1.5233, 5.1173, 0.8655], [1.6658, 2.2471, 0.2343], [1.2450, -0.8351, -4.9929], [1.7044, -0.6754, -4.0286], [1.5512, 0.6876, 2.0316], [0.0577, -0.3272, -0.1404], [0.9982, -7.1273, 1.9710], [1.6038, -2.3916, 0.1499], [2.4177, -0.3895, 5.7531], [-2.8088, 1.5753, -2.1757]],
  "lowdin_charge": [-0.24, 0.09, -0.06, -0.23, 0.12, 0.08, -0.09, 0.75, -0.20, -0.11, -0.18, 0.13, -0.04, 0.10, 0.12, -0.41, 0.03, -0.03, -0.01, -1.07, -0.14, -0.08, 0.07, 0.07, 0.07, 0.87, -0.20, 0.11, 0.09, -0.29, -0.52, 0.12, 0.08, 0.11, -0.12, 0.11, 0.03, -0.14, -0.12, 0.12, -0.14, -0.19, -0.21, -0.05, -0.07, 0.06, -0.01, -0.25, 0.10, 0.14, 0.10, 0.08, -0.13, -0.20, -0.21, 0.10, 0.12, 0.08, -0.19, 0.12, 0.00, -0.18, 0.80, 0.12, 0.82, 0.13, 0.05]
}



{
  "formula": "C16H16ClNO5S",
  "method": "ωB97M-V with the def2-TZVPD basis set",
  "max_force_ev_per_a": 4.129,
  "e_tot_ha": -1908.34552,
  "gap_ha": 0.25490,
  "species": ["C", "C", "H", "Cl", "O", "C", "C", "H", "C", "H", "H", "H", "C", "H", "C", "O", "C", "C", "H", "H", "C", "H", "H", "H", "C", "O", "N", "C", "H", "O", "C", "O", "H", "H", "C", "S", "C", "H", "C", "H"],
  "xyz": [[5.5574, -3.5067, 1.0710], [-5.4907, 0.3090, 0.8108], [5.8332, -3.9497, 0.1025], [0.1911, -0.3528, -1.2366], [-1.4275, 2.0536, -1.5994], [4.1474, -1.5532, 1.8944], [-5.9699, -0.1049, -0.4351], [2.4921, 3.4387, -2.0261], [-3.8771, 0.4968, -1.4672], [-3.8779, 1.1998, 1.8963], [4.8198, -2.4405, -1.3082], [5.0253, -4.3197, 1.6102], [4.7013, -2.2772, 0.8366], [3.1439, 0.2372, 2.4966], [-4.2061, 0.8403, 0.9269], [-7.8142, -0.7784, -1.7012], [3.6246, -0.7654, -0.6976], [4.4040, -1.8667, -0.4674], [6.4512, -3.2349, 1.6512], [2.5782, 3.8545, -0.3021], [2.1108, 0.9656, 0.0871], [1.0179, 1.1594, 0.5807], [-5.5470, -0.3672, -2.5127], [-6.1515, 0.2082, 1.6588], [-3.3822, 0.9028, -0.2174], [2.6133, 1.8201, -0.7857], [-7.3645, -0.4710, -0.5684], [3.3417, -0.4558, 1.6862], [3.6016, -0.2963, -1.6856], [-8.0802, -0.4424, 0.4656], [-5.1574, -0.0235, -1.5706], [-1.7724, 2.6482, 0.8566], [-3.2678, 0.6052, -2.3577], [-0.7368, -0.0625, 1.0115], [2.1321, 3.1593, -1.0324], [-1.7255, 1.6849, -0.2332], [2.9576, -0.1373, 0.3769], [4.3891, -1.8966, 2.8944], [-0.3218, 0.6161, 0.2246], [1.0369, 3.1031, -0.9342]],
  "lowdin_charge": [-0.05, 0.01, 0.08, 0.59, -0.39, -0.04, -0.15, 0.10, -0.04, 0.12, 0.12, 0.09, -0.25, 0.13, -0.03, 0.06, -0.02, -0.03, 0.09, 0.11, -0.12, 0.04, 0.12, 0.12, -0.23, -0.06, -0.30, 0.00, 0.13, 0.05, 0.02, -0.35, 0.11, 0.05, 0.02, 0.59, -0.22, 0.12, -0.66, 0.09]
}



{
  "formula": "C40H35GeI2N6O4S4Yb",
  "method": "ωB97M-V with the def2-TZVPD basis set",
  "total_charge": -2,
  "multiplicity": 2,
  "max_force_ev_per_a": 0.974,
  "s_squared": 0.751,
  "e_tot_ha": -7598.80831,
  "gap_ha": [0.18455, 0.18461],
  "species": ["H", "C", "H", "C", "H", "N", "C", "S", "C", "C", "C", "C", "S", "C", "O", "C", "H", "N", "N", "H", "C", "O", "Yb", "H", "N", "C", "H", "H", "H", "S", "N", "H", "H", "C", "H", "H", "H", "H", "I", "H", "N", "H", "C", "H", "I", "H", "H", "C", "C", "C", "C", "C", "H", "C", "H", "Ge", "C", "C", "C", "C", "C", "C", "C", "S", "C", "H", "H", "H", "C", "H", "C", "H", "H", "H", "H", "C", "H", "H", "C", "C", "C", "C", "O", "H", "C", "H", "C", "H", "C", "C", "C", "C", "O"],
  "xyz": [[2.3121, -5.1710, 4.4019], [1.2778, -3.9531, -0.8549], [-2.2298, 3.2142, -3.0344], [-0.9359, 2.0911, -4.4199], [-4.2002, 2.8785, -2.0028], [-2.1043, 1.2136, -2.5452], [1.9784, 1.3199, 4.5472], [0.8005, -3.2339, -3.4699], [-0.5270, 3.2385, -5.1384], [-0.4483, 0.8326, -4.7962], [-2.9076, 1.2691, -1.3689], [2.4630, -6.3099, -0.9277], [2.0992, -5.7860, -2.5664], [1.3458, -4.2421, -2.1570], [-0.4505, 4.9632, -3.4014], [1.0096, -0.5125, -6.3862], [4.8647, -2.7079, 1.9798], [2.5341, -0.9043, -3.0418], [0.7675, 1.8746, -6.6211], [-0.5680, -0.5420, 0.7789], [0.4331, 0.7963, -5.9469], [-0.6998, -0.2723, -4.1853], [-0.8229, -0.8424, -2.0422], [-4.7726, 1.3139, 1.9532], [-0.3389, 1.4721, 1.2960], [1.7611, -2.0241, 3.2074], [2.1688, -1.9012, -3.1356], [1.3031, 4.2566, 6.1107], [3.1784, -0.9490, 1.9730], [1.9344, -5.1412, 0.2661], [1.6255, 0.0013, -2.6804], [-1.0642, 3.6765, -0.9141], [-1.9977, 4.7607, -4.6883], [0.1381, 0.1010, 1.3146], [-1.2735, -0.8483, 5.7376], [1.0898, 0.0332, 0.7957], [-4.6601, -3.2496, 4.7450], [3.2304, 2.8436, 5.4040], [-3.0612, -2.6757, -2.5476], [-1.7033, -2.4411, 1.7665], [-0.8854, 3.3475, 0.0246], [0.4326, 4.5853, -3.3007], [1.1485, 3.3250, 5.5903], [0.6195, 3.9498, -6.7793], [4.8464, 2.4854, -3.9381], [-3.3529, -1.9193, 6.3952], [-1.5962, 3.5655, 0.7005], [3.4910, 1.0113, -3.4257], [-2.5400, 0.2914, -0.4617], [2.2170, 2.5261, 5.1975], [1.5413, -3.2347, 3.8812], [-0.1479, 2.9114, 5.3324], [-3.0110, -0.3329, 1.5577], [-1.8068, -1.4325, 4.9977], [4.4365, -4.8535, 3.1600], [0.3406, -0.6782, 3.1079], [0.6791, 0.8860, 4.2644], [-3.9353, 2.1962, -1.2034], [-0.3468, 2.0852, 0.0743], [3.9437, -2.8582, 2.5370], [-1.3260, -1.5404, 3.6874], [3.7027, -4.0523, 3.1992], [-0.3816, 1.7063, 4.6714], [0.6495, -2.4780, -0.1534], [-0.9197, 4.6278, -4.7264], [0.6027, -3.4079, 4.3930], [-1.1221, 1.7197, 1.8865], [-5.4332, 2.9075, 0.1610], [-1.8254, 2.2179, -3.2703], [4.4779, -0.9560, -3.8402], [-2.0554, -2.3238, 2.7810], [2.0753, -0.5575, -6.1376], [-0.5287, 5.3580, -5.4572], [1.6412, 2.0816, -2.6667], [-3.8112, -3.4879, 2.4131], [2.1918, 1.1928, -2.9053], [-1.4029, 1.4274, 4.4726], [0.5199, -1.3537, -5.8942], [2.9777, -1.8586, 2.5334], [0.3022, 3.0784, -6.2188], [-4.2457, 1.3024, 1.0053], [-4.6207, 2.2063, 0.0055], [3.0159, -7.3659, -0.6593], [-0.9828, 3.5409, 5.6209], [-3.2433, 0.3590, 0.7525], [0.9189, -0.5938, -7.4675], [2.5055, -4.2369, 3.8877], [2.8245, 0.7207, 4.2468], [3.6575, -0.3621, -3.4942], [-3.0043, -2.0402, 5.3737], [-3.2492, -2.9353, 3.1546], [-3.7282, -2.7801, 4.4482], [0.1938, 1.5838, -0.9195]],
  "lowdin_charge": [0.10, -1.14, 0.11, -0.09, 0.09, 0.01, -0.10, 0.44, -0.19, -0.32, -0.37, -1.07, 0.92, -1.17, -0.08, -0.02, 0.10, -0.04, 0.10, -0.04, -0.26, -0.26, 1.17, 0.08, 0.03, -0.28, -0.02, 0.09, 0.10, 0.94, -0.03, 0.09, 0.11, -0.34, 0.09, 0.05, 0.09, 0.09, -0.21, 0.08, 0.19, 0.09, -0.11, 0.09, 0.76, 0.09, 0.09, -0.77, -0.20, -0.10, -0.10, -0.10, 0.06, -0.12, 0.10, 1.03, -0.26, -0.06, -0.60, -0.10, -0.27, -0.12, -0.13, 0.47, -0.21, 0.09, 0.11, 0.08, -0.08, 0.11, -0.10, 0.08, 0.11, 0.09, 0.11, -0.20, 0.09, 0.06, -0.13, -0.13, -0.12, -0.13, -0.14, 0.10, -0.14, 0.07, -0.11, 0.09, -0.17, -0.11, -0.07, -0.11, -0.04]
}